ORCA calculation (wB97M-V/def2-TZVPD) on C31H32BrHfIN4O2S4Se as an isolated structure at a distorted geometry.

Properties
- 2S+1: 1
- DFT total energy: -230848.3019 eV
- HOMO energy: -11.837 eV
- HOMO-LUMO gap: 5.839 eV
- Charge: +2

Cartesian coordinates (Å):
Hf: -1.6431 -0.2013 0.4318
C: -2.3960 0.8443 3.9196
C: -1.8258 2.1869 3.4947
S: -1.7526 2.4287 1.6962
C: -3.3190 3.2567 1.3349
C: -4.5547 2.3873 1.4772
S: -4.3753 0.8672 0.5062
C: -5.5503 -0.2125 1.3590
C: -5.2462 -1.6584 1.0224
S: -3.5650 -2.1749 1.4348
C: -3.5778 -2.1526 3.2463
C: -2.1631 -1.9595 3.7613
S: -1.3534 -0.4467 3.1915
H: -3.4245 0.7217 3.5832
H: -2.3597 0.7403 5.0049
H: -0.7994 2.2932 3.8462
H: -2.4055 3.0055 3.9218
H: -3.2130 3.6262 0.3141
H: -3.3896 4.1273 1.9874
H: -5.4253 2.9275 1.1051
H: -4.7392 2.1234 2.5192
H: -6.5553 0.0372 1.0188
H: -5.5027 -0.0245 2.4326
H: -5.3410 -1.8453 -0.0481
H: -5.9361 -2.3286 1.5350
H: -3.9641 -3.1065 3.6055
H: -4.2425 -1.3679 3.6044
H: -1.5067 -2.7679 3.4355
H: -2.1458 -1.9530 4.8514
C: 4.8489 -0.4847 -6.0985
O: 5.9324 -0.7079 -5.2088
C: 5.6888 -1.3476 -4.0503
C: 4.4351 -1.8185 -3.6602
C: 4.2860 -2.4337 -2.4267
C: 5.3839 -2.6036 -1.5949
C: 6.6529 -2.2134 -2.0291
C: 6.8024 -1.5623 -3.2313
N: 5.3519 -3.2693 -0.3374
N: 4.4349 -3.1347 0.4807
C: 3.3958 -2.1558 0.3422
C: 3.6381 -0.8128 0.2458
C: 2.5820 0.1192 0.2968
C: 1.2927 -0.3052 0.4522
O: 0.2116 0.5115 0.4891
C: 1.0166 -1.6847 0.5517
N: -0.3051 -2.0520 0.6427
C: -0.5764 -3.3526 0.7246
C: 0.4080 -4.3381 0.7753
C: 1.7315 -3.9791 0.6877
C: 2.0661 -2.6225 0.5358
H: 5.2532 0.0964 -6.9210
H: 4.0506 0.0808 -5.6120
H: 4.4548 -1.4288 -6.4807
H: 3.5827 -1.7346 -4.3179
H: 3.3176 -2.8329 -2.1536
H: 7.5070 -2.4195 -1.3979
H: 7.7723 -1.2335 -3.5775
H: 4.6521 -0.4573 0.1223
H: 2.7904 1.1780 0.2166
H: -1.6190 -3.6369 0.7340
H: 0.1081 -5.3713 0.8721
H: 2.5221 -4.7175 0.7274
Br: -3.4479 5.0337 -2.0205
C: -1.6600 4.9436 -1.4282
C: -1.0171 6.1272 -1.0851
C: 0.2857 6.0985 -0.6185
C: 0.9567 4.8908 -0.4774
C: 0.3264 3.7079 -0.8213
C: -0.9759 3.7404 -1.3056
I: -1.8546 1.9357 -1.8943
H: -1.5451 7.0653 -1.1855
H: 0.7776 7.0274 -0.3638
H: 1.9721 4.8704 -0.1064
H: 0.8383 2.7599 -0.7236
Se: -1.5012 -2.1882 -3.7912
C: -2.0806 -1.5591 -2.3049
N: -2.4721 -1.1019 -1.2655

Force components x, y, z for each atom (eV/Å):
Hf -0.899 0.610 0.672
C 0.008 -0.008 -0.022
C -0.044 -0.037 0.006
S 0.189 0.052 -0.075
C 0.008 -0.096 0.028
C 0.027 0.010 0.003
S -0.001 0.013 -0.124
C 0.019 -0.016 0.009
C -0.009 -0.015 -0.069
S 0.151 -0.041 -0.036
C -0.019 0.020 0.002
C 0.020 -0.027 0.001
S 0.083 0.006 -0.009
H -0.004 0.006 0.007
H 0.024 -0.011 0.000
H -0.005 0.004 0.014
H 0.005 0.007 -0.016
H -0.031 -0.031 0.072
H 0.003 0.012 -0.008
H -0.003 -0.002 0.007
H 0.003 -0.016 -0.004
H -0.002 0.000 0.007
H 0.020 -0.001 -0.003
H 0.017 0.004 -0.001
H 0.000 -0.006 -0.011
H -0.013 -0.004 -0.029
H 0.014 0.014 -0.003
H 0.004 0.002 0.002
H 0.000 0.011 -0.002
C 0.000 -0.013 -0.011
O -0.005 0.012 0.014
C 0.080 -0.009 -0.036
C -0.033 -0.021 -0.001
C 0.031 -0.070 -0.086
C 0.064 0.075 0.068
C -0.059 0.045 -0.015
C -0.052 -0.001 0.017
N -0.021 -0.146 0.034
N -0.056 0.160 -0.035
C 0.094 -0.218 0.058
C -0.043 0.090 0.016
C 0.028 0.024 0.123
C 0.013 -0.218 -0.077
O -0.235 -0.229 -0.249
C 0.225 0.033 0.038
N 0.099 0.076 -0.050
C -0.017 -0.013 -0.127
C -0.017 0.006 0.019
C 0.000 0.021 -0.025
C -0.029 0.040 -0.046
H 0.001 -0.010 -0.004
H 0.005 0.010 -0.006
H -0.009 0.000 0.010
H -0.006 0.015 0.008
H -0.007 0.042 0.034
H 0.005 -0.004 0.004
H 0.000 0.012 -0.004
H 0.006 -0.013 -0.014
H 0.005 0.007 -0.002
H 0.007 -0.003 0.007
H 0.011 -0.007 -0.015
H -0.007 -0.013 -0.012
Br -0.050 0.039 -0.093
C 0.076 0.029 0.053
C -0.060 -0.006 0.017
C 0.042 -0.015 0.030
C -0.037 0.031 0.011
C 0.019 -0.042 -0.111
C 0.062 0.017 0.018
I 0.031 -0.132 0.012
H 0.002 0.003 -0.018
H 0.001 0.000 0.003
H 0.008 0.003 -0.010
H -0.014 0.014 -0.007
Se -0.075 0.015 0.102
C 0.017 -0.105 -0.142
N 0.337 0.009 0.078